ORCA calculation (the ωB97M-V functional and the def2-TZVPD basis) on a structure of composition C16H31NO3S at a distorted geometry.

Cartesian coordinates (Å):
S 4.18103 -1.85831 0.31728
O 4.75602 -3.21572 0.08501
O 2.90882 -1.63564 1.16226
O 3.70255 2.80999 -0.75558
N 3.66502 1.08182 0.43279
C -3.23806 0.91065 0.55091
C 3.86304 -1.17278 -1.43546
C -8.89692 -1.24885 -0.51914
C 4.63332 0.03017 -1.42138
C -7.86144 -0.23685 0.11989
C 5.44977 -0.77212 0.72010
C 0.73300 1.43614 -0.04196
C -5.55882 0.17814 0.11248
C 2.99550 2.28575 -0.04470
C -10.40134 -1.00618 0.11900
C 1.65832 2.60458 0.65612
C -1.76122 0.82515 -0.27877
C -4.23169 0.03815 -0.22828
C -0.76793 1.74795 0.40940
C 4.82429 0.50600 -0.04289
C -6.55794 -0.58805 -0.42598
H -3.17233 0.90689 1.47918
H 4.29204 0.76009 -2.21892
H 4.19458 -1.89776 -2.22689
H -11.14280 -1.61695 -0.49790
H -9.02202 -0.96876 -1.69725
H -0.75504 1.48690 1.58740
H -4.28950 0.43096 -1.26272
H -5.68505 0.13444 1.37288
H 5.67289 -0.06208 -2.26896
H 0.67384 1.63393 -1.23747
H -8.63393 -2.42842 -0.31518
H -6.43378 -1.53702 -0.31074
H 2.81115 -1.28774 -1.55141
H -1.69371 1.17735 -1.19817
H -7.86615 -0.57057 1.21262
H -1.42852 -0.22984 -0.15631
H -3.43228 2.10026 0.48465
H 0.99694 0.47810 0.16186
H 5.45777 -0.32758 1.67210
H 3.07646 0.27789 0.74091
H -10.89334 0.08860 -0.08638
H -6.66060 -0.51763 -1.45052
H 5.49382 1.36182 -0.09245
H 1.77438 2.17207 1.78256
H 1.44937 3.55764 0.42309
H -10.45406 -1.15445 1.05344
H -8.22324 0.60572 0.02807
H -1.01893 2.63618 0.30871
H -6.00684 1.47091 0.34227
H 6.36944 -0.99061 0.45941
H -3.81230 -0.99379 0.04369

E_tot ... -35550.15519 eV
E_HOMO ... -0.347 hartree
Orbital gap ... 10.100 eV
ΔE to the lowest compared entry with this formula, charge and spin ... 1309.8 kJ/mol

These are the Löwdin partial charges, in e, on atoms 1 to 2: 0.813, -0.364

---

ORCA calculation (the ωB97M-V functional and the def2-TZVPD basis) on a structure of composition C16H31NOP2Ru at a distorted geometry.

Cartesian coordinates (Å):
Ru -0.01394 -0.00478 3.75796
P 0.01065 1.81046 -2.62467
P 0.19463 -1.41072 -2.73817
O -0.00953 0.02507 8.35402
N 0.00856 0.23159 6.02393
C -0.82334 -1.40323 2.43512
C 1.63486 0.84836 1.47864
C 1.15672 3.22774 -2.83376
C -1.58775 2.65976 -2.97640
C 1.22122 -0.57932 1.07884
C 1.76306 -2.22375 -3.26435
C 0.28565 0.97925 -4.28664
C 0.01770 -1.50972 5.38070
C -0.00594 0.01549 7.18697
C -0.20596 -0.47281 -4.31528
C 0.67999 1.49954 2.43160
C -1.86772 -0.71002 1.60744
C -0.72927 1.43066 2.34735
C 0.57003 -1.32738 2.21340
C -1.49268 0.73893 1.25388
C -0.96156 -2.81818 -2.95456
H -0.94416 -1.66410 5.80082
H -1.18174 -2.27828 3.00151
H -0.86269 -3.29175 -3.94204
H 2.20011 2.87202 -2.80832
H -2.42838 1.30601 1.04802
H -1.29966 -0.50182 -4.43094
H -2.00074 -2.47171 -2.82715
H 0.88696 -1.35514 6.14143
H 1.66039 -2.72492 -4.23677
H 1.18586 -2.13158 2.66651
H 2.61132 0.79310 2.00338
H -1.55468 3.22454 -3.91860
H -0.76403 -3.57402 -2.17643
H 1.09616 2.33045 3.02581
H 0.23787 -1.01596 -5.16323
H 2.57740 -1.48370 -3.32371
H 2.12783 -1.12972 0.74546
H 1.02302 3.93032 -1.99452
H -2.40904 1.92667 -3.02352
H 0.38823 -2.42686 4.91521
H 2.04809 -2.97155 -2.50496
H -0.93059 0.76444 0.29797
H -2.78586 -0.68974 2.23137
H 1.36733 1.01873 -4.48428
H -2.14106 -1.26997 0.70309
H 0.56554 -0.54916 0.18486
H -1.80982 3.35585 -2.14990
H -1.29329 2.19775 2.91778
H 1.81805 1.46097 0.58281
H 0.98720 3.76629 -3.77737
H -0.22094 1.57587 -5.06028

Total charge ... +2
Multiplicity ... 5
<S²> ... 6.042
E_tot ... -41769.90518 eV
E_HOMO (alpha / beta) ... -0.517 / -0.560 hartree
Orbital gap (alpha / beta) ... 8.104 / 5.818 eV
ΔE to the lowest compared entry with this formula, charge and spin ... 14.2 kJ/mol

These are the Löwdin partial charges, in e, on atoms 1 to 2: 1.329, 0.935

---

ORCA calculation (the ωB97M-V functional and the def2-TZVPD basis) on a structure of composition C16H31NP2Pd at a distorted geometry.

Cartesian coordinates (Å):
Pd 0.32308 0.29635 -4.45002
P 1.50227 -1.94956 -1.72445
P -2.31807 1.01017 -1.88430
N 2.14177 -0.69757 0.81798
C 1.48857 -3.71812 -1.53370
C -1.91627 -2.35020 -6.40660
C -3.95764 0.29126 -1.90291
C -1.28495 -0.33837 -2.73341
C -1.90926 1.43320 -0.22363
C -2.92151 -0.26037 -5.30912
C 0.18487 -0.11787 -6.80608
C 2.74955 -1.55660 -2.98949
C 1.87906 -1.17473 -0.25254
C -0.23771 -1.50953 -2.35305
C -2.46997 2.53475 -2.82147
C -1.96712 0.64430 -5.70663
C -3.20019 -1.55985 -5.99818
C 0.23037 -1.15367 -5.66421
C -1.17704 0.55619 -6.99763
C -0.72289 -2.16373 -5.54136
H -3.75977 -2.19452 -5.29460
H -2.17915 -3.42776 -6.32767
H 3.75005 -1.53354 -2.49304
H -0.44381 -3.05385 -4.96210
H 1.85275 -3.92194 -0.50974
H -1.35477 0.65971 0.30064
H 2.13752 -4.22386 -2.27936
H 0.45509 -4.10724 -1.62852
H -4.51786 0.66299 -2.76832
H 1.25910 -1.43927 -5.33268
H -1.71750 -2.15801 -7.48140
H -1.96745 1.64196 -5.21546
H -3.38267 2.51391 -3.41037
H 0.93496 0.65221 -6.54977
H 0.52196 -0.62934 -7.72843
H -1.64441 2.75127 -3.49825
H -0.30875 -2.22998 -3.19462
H -1.74373 0.07362 -7.81429
H -0.71490 -1.97925 -1.48961
H -3.91130 -0.79694 -1.93429
H -2.12931 -1.02860 -2.92554
H -1.33159 2.35924 -0.19001
H -2.55533 3.35653 -2.11016
H -3.85547 -1.46019 -6.89469
H -3.74706 0.06422 -4.64391
H -2.85905 1.58384 0.29769
H 2.74742 -2.32764 -3.80219
H -4.41804 0.62248 -0.97126
H -1.33184 -0.06143 -3.84476
H -0.97871 1.60300 -7.28183
H 2.55660 -0.54362 -3.44400

Total charge ... +2
Multiplicity ... 5
<S²> ... 6.035
E_tot ... -40615.08022 eV
E_HOMO (alpha / beta) ... -0.373 / -0.595 hartree
Orbital gap (alpha / beta) ... 3.539 / 6.584 eV
ΔE to the lowest compared entry with this formula, charge and spin ... 0.0 kJ/mol

These are the Löwdin partial charges, in e, on atoms 1 to 2: 0.907, 0.744

---

ORCA calculation (the ωB97M-V functional and the def2-TZVPD basis) on a structure of composition C16H32AlK4O16P at a distorted geometry.

Cartesian coordinates (Å):
K 2.67677 -4.05098 1.84603
K 0.98251 -2.70172 4.99776
K 3.24287 -0.10827 4.24265
K 5.06643 -1.52044 1.45943
P 1.92205 -0.86293 1.25210
Al 2.39890 0.23567 -1.61161
O 0.70713 -0.12616 0.60220
O 3.08915 0.18455 1.24195
O -0.41453 -5.86933 2.54551
O -2.20649 2.63993 -0.80988
O -1.30431 -2.79764 -1.82851
O 1.67555 -1.50226 2.70810
O 2.44362 4.52720 1.54315
O 2.74067 5.91174 -0.10894
O 2.16810 3.70564 -0.54181
O 2.36372 -1.90237 0.18114
O -0.08526 2.18242 -1.93281
O -1.05392 -3.97926 1.74699
O -2.63538 -1.42764 -2.77356
O -1.95053 3.27919 -2.71298
O -1.57047 -4.41212 3.89637
O -0.36747 -0.85301 -2.54850
C -1.26807 2.59318 -1.79765
C -1.82525 2.10159 0.44197
C -1.34686 -1.58563 -2.35926
C 2.03883 3.32701 2.23196
C -1.23718 3.97149 -3.71256
C 4.08631 5.90240 -2.24500
C -2.99665 -2.50263 1.21770
C -0.40369 -4.91831 -1.44134
C -0.02824 -3.41224 -1.52428
C 2.76127 6.31887 -1.51390
C -1.05001 -4.73819 2.84947
C -1.53153 -2.65861 1.71394
C 0.00344 -6.58466 3.67552
C -3.06912 1.25484 0.96756
C -3.03626 -0.16023 -3.22837
C 2.39316 4.61781 0.21961
H -3.00555 0.62564 -2.47368
H -0.65123 -6.53994 4.54587
H 0.48080 -3.04139 -0.63464
H -0.75345 4.79595 -3.18877
H 1.91507 5.82278 -1.98922
H 4.89976 6.55095 -1.91976
H 0.90372 -6.02629 3.93206
H -3.41218 -3.35557 0.68111
H 0.47193 -5.42483 -1.03534
H 0.15245 -7.65729 3.55157
H -0.45239 3.44316 -4.25393
H -3.06985 0.31562 0.41442
H 2.29722 2.32071 1.90228
H -0.99614 1.40455 0.32021
H 0.61678 -3.35794 -2.40125
H -0.55292 -5.23841 -2.47254
H -1.26198 -5.03912 -0.78041
H 2.67936 7.40515 -1.47660
H 4.04278 6.00788 -3.32901
H -1.40637 -2.26041 2.72085
H -3.02654 1.03882 2.03510
H -3.00153 -1.75141 0.42793
H -0.89597 -2.14125 0.99526
H -3.94569 1.89694 0.88147
H -3.68953 -2.34591 2.04441
H 4.28378 4.84620 -2.06182
H 1.01592 3.28356 2.60593
H -1.52239 2.88601 1.13556
H -4.00519 -0.21388 -3.72475
H 2.69650 3.31821 3.10116
H -1.93024 4.31738 -4.47945
H -2.25616 0.03523 -3.96413

Total charge ... +4
E_tot ... -131018.45530 eV
E_HOMO ... -0.705 hartree
Orbital gap ... 2.618 eV
ΔE to the lowest compared entry with this formula, charge and spin ... 455.7 kJ/mol

These are the Löwdin partial charges, in e, on atoms 1 to 2: 0.870, 0.918

---

Q: Number 4 is which compound?
A: C16H32AlK4O16P